Run a
{
  "formula": "C3H8N5",
  "method": "ωB97M-V/def2-TZVPD",
  "total_charge": 1,
  "molar_mass_g_mol": 114.1,
  "smiles": "CC(C)/N=N/N[N+]#N",
  "symbols": ["C", "C", "C", "N", "N", "N", "N", "N", "H", "H", "H", "H", "H", "H", "H", "H"],
  "xyz": [[-1.7862, -0.0582, 0.2745], [-0.3896, 0.4392, 0.5975], [-0.1592, 1.7984, -0.0142], [0.5835, -0.4421, 0.1705], [1.7159, -0.2780, -0.3001], [2.3090, -1.4584, -0.5989], [1.4950, -2.5524, -0.4778], [0.3967, -2.3699, -0.1575], [-1.9549, -0.3302, -0.7197], [-2.5022, 0.7653, 0.4657], [-2.2049, -0.8681, 0.8426], [-0.2613, 0.5649, 1.6942], [-0.8284, 2.4463, 0.4583], [-0.4522, 1.6271, -1.0327], [0.8769, 2.0849, -0.0299], [3.1620, -1.3688, -1.1723]]
}

---

Run b
{
  "formula": "C3H8N5",
  "method": "ωB97M-V/def2-TZVPD",
  "total_charge": 1,
  "molar_mass_g_mol": 114.1,
  "smiles": "CC(C)/N=N/N[N+]#N",
  "symbols": ["C", "C", "C", "N", "N", "N", "N", "N", "H", "H", "H", "H", "H", "H", "H", "H"],
  "xyz": [[-1.0036, 0.9237, 1.4718], [-0.0525, 0.8351, 0.2277], [-0.7371, 1.1388, -1.0862], [0.4396, -0.4534, 0.1660], [1.6082, -0.8125, 0.1163], [1.9595, -2.0305, -0.2951], [0.9969, -2.7941, -0.7643], [-0.1437, -2.6673, -0.9101], [-1.7284, 0.1764, 1.4459], [-1.5733, 1.9434, 1.5122], [-0.4394, 0.9207, 2.3643], [0.7019, 1.5840, 0.2922], [-1.6347, 0.4673, -1.2826], [-0.0893, 0.9590, -1.9724], [-1.1683, 2.2001, -1.2549], [2.8642, -2.3907, -0.0309]]
}

---

On energetic grounds, run a is preferred over the next structure by 0.837 eV.